1.
19
Properties=species:S:1:pos:R:3 method="wB97M-V/def2-TZVPD" e_homo_ev=-2.66 relative_energy_kcal_mol=27.39 total_energy_ha=-687.78440 charge=-1 orbital_gap_ev=6.30
S 1.3306 -1.4719 -2.3017
O -0.0498 1.7450 -2.4015
N -0.9922 0.3820 0.4327
C 0.9191 -1.1377 1.1541
C 0.2328 -0.3035 0.0327
C -0.7198 1.4474 1.4172
C -0.0726 -1.2724 -1.1529
H 0.4527 -2.0213 1.6616
H -0.6685 1.0867 2.4275
H -1.7464 2.0210 1.2861
H -0.5584 1.4252 -1.7439
H 0.9927 0.4271 -0.3021
H 1.8711 -1.4257 0.7406
H -0.3459 -2.3384 -0.8878
H 0.1415 2.1659 1.2172
H 1.2519 -0.4814 2.0347
H -1.5646 -0.3207 0.8178
H -0.9031 -0.8804 -1.6631
H 0.4288 0.9532 -2.7692

=====

2.
72
Properties=species:S:1:pos:R:3 method="wB97M-V/def2-TZVPD" e_homo_ev=-10.38 total_energy_ha=-1675.38221 charge=+1 orbital_gap_ev=7.36
S -3.5666 -6.2409 -0.5301
O 1.8611 1.3187 -2.9605
O 0.0040 -0.4323 -1.2991
O 2.6480 -1.6373 -3.2665
O -4.5302 -4.8258 1.9815
O 2.8259 4.4143 2.6495
O 2.6578 5.0121 -1.0154
O 1.2278 6.5739 1.1936
C 1.4601 4.7393 2.8144
C 0.8574 5.2478 1.5232
C -2.2043 -3.7926 -0.6203
C -3.4636 -4.5076 -1.0925
C -0.3583 0.6086 -2.1935
C 2.5070 6.7823 0.6118
C 2.7967 0.5412 -2.2266
C -4.5714 -5.2787 3.3466
C 3.4955 -0.5243 -3.0380
C -3.2289 -5.7944 3.8554
C -2.9934 -2.8968 1.6981
C -0.4391 -0.2126 0.0167
C -2.0089 -3.7424 0.8955
C 3.5772 4.5458 3.8340
C -4.4296 -3.4123 1.7896
C 2.2098 4.5714 -2.2780
C 0.6313 0.7268 -3.3314
C 3.0333 -2.3864 -4.3970
C 2.5879 6.4146 -0.8524
H -1.3360 -4.2879 -1.0644
H -1.9924 -4.7593 1.2970
H 1.1884 4.9208 -2.4762
H -3.3520 -6.7303 4.3974
H 2.3447 0.1069 -1.3328
H -2.5915 -2.8111 2.7106
H 0.1927 1.4163 -4.0565
H 3.2576 3.8296 4.6007
H 4.6173 4.3492 3.5820
H 2.2871 -3.1654 -4.5431
H 4.0129 -2.8577 -4.2577
H -4.9884 -3.1871 0.8808
H -2.7297 -5.0870 4.5156
H -2.5574 -5.9884 3.0179
H -5.3266 -6.0627 3.3822
H -3.0249 -1.8816 1.2940
H -0.0190 -1.0063 0.6348
H 1.0706 4.5536 0.7068
H 0.7777 -0.2380 -3.8220
H 2.6738 7.8585 0.6865
H 0.9026 3.8432 3.1273
H 3.5583 1.2562 -1.9087
H 3.8227 -0.0947 -3.9926
H 4.3896 -0.8463 -2.4866
H -3.5589 -4.5534 -2.1753
H -2.3686 -6.3393 0.0669
H 1.7111 6.8168 -1.3755
H -0.4037 1.5646 -1.6586
H -1.5367 -0.2540 0.0714
H 3.4943 5.5569 4.2476
H 3.4845 6.8853 -1.2802
H 1.3379 5.5020 3.5929
H -1.0046 -3.3531 1.0643
H -0.1021 0.7516 0.4110
H -0.2247 5.2879 1.6726
H -4.3666 -4.0534 -0.6972
H -4.1985 -5.9401 0.6438
H 3.0753 -1.7600 -5.2950
H -2.2183 -2.7892 -1.0523
H -1.3535 0.4057 -2.6148
H 3.2912 6.2700 1.1727
H 2.8604 4.9245 -3.0871
H 2.2127 3.4848 -2.2656
H -4.9591 -2.8925 2.5908
H -4.9369 -4.4581 3.9661

=====

3.
19
Properties=species:S:1:pos:R:3 method="wB97M-V/def2-TZVPD" e_homo_ev=-4.94 relative_energy_kcal_mol=17.25 total_energy_ha=-477.07446 charge=-1 orbital_gap_ev=8.93
O 1.5054 1.1487 -1.5148
O -1.8354 -0.8585 2.4705
O -0.3689 -0.1858 -1.5089
N -0.8247 -1.5328 0.5536
C 0.1834 0.3231 1.8367
C 0.5047 0.6103 -1.9858
C -0.9309 -0.7239 1.6455
C 1.6070 -0.0887 2.2594
C -0.0209 1.1595 -3.3518
H 0.6812 1.7840 -3.8746
H 2.3214 0.7324 2.0766
H -0.9577 1.6956 -3.1625
H -0.3853 0.8980 2.5585
H 0.3360 0.7493 0.7955
H -0.3094 -1.0620 -0.3309
H -0.2699 0.3195 -4.0152
H 1.6101 -0.1404 3.3873
H -1.6514 -2.0952 0.4353
H 1.9709 -0.8868 1.6307

=====

4.
120
Properties=species:S:1:pos:R:3 method="wB97M-V/def2-TZVPD" e_homo_ev=-9.55 relative_energy_kcal_mol=259.57 total_energy_ha=-3057.34369 charge=0 orbital_gap_ev=9.04
O 0.0197 3.4220 0.2768
O 0.0449 -4.5930 4.0588
O 0.3366 -0.3725 4.0930
O 2.2926 -5.6898 3.6235
O -4.4620 1.2534 -4.1486
O 4.5088 1.9393 -0.2131
O 0.9280 -2.1564 2.4433
O 0.6205 -3.4982 -5.5055
O -4.2577 -1.5337 1.4525
O 3.7294 -0.6140 5.5776
O 2.3998 1.9260 2.2234
O -1.0557 -0.0700 -2.0663
O 2.1877 2.6278 5.0951
O -0.6184 3.7466 -4.2309
O -1.2413 -2.4038 5.5122
O -2.4567 1.8626 0.1622
O -2.1848 1.2059 3.7117
O 3.5526 -3.6246 0.5984
O 3.6912 -3.5533 3.3280
O 0.0888 -2.6633 -3.0079
O 0.9810 0.6312 -5.8496
O -1.5941 -0.6728 0.8071
O 0.8692 0.5688 0.8386
O -2.6237 -0.8533 -4.4443
O 1.2082 0.3452 -3.4005
O 4.0091 -0.6501 -2.7594
O -0.0559 -2.6555 -0.3967
O -2.1979 4.2332 2.7566
O 2.7315 2.3588 -5.6118
O -4.9948 3.3090 -2.4298
O 5.1164 1.3158 2.1779
O -4.7737 0.4667 -0.8390
O -3.5396 -0.7193 5.0371
O -4.1485 -2.4200 -2.3901
O -2.8921 4.3586 -2.8988
O 1.8654 3.3366 -2.6423
O 3.8150 -0.9588 1.8867
O 2.5895 0.7516 -1.1057
O -1.8806 -5.4659 -1.1612
O -3.2782 4.5438 -0.3640
H 2.0104 1.8351 5.5528
H 2.3926 2.6645 2.9057
H 3.7253 -0.5178 -3.7157
H -1.2417 -3.4087 5.3257
H 1.0212 -4.3439 3.9486
H 3.3831 2.0055 1.9360
H -1.3054 3.0854 -4.5911
H -0.6249 -1.8294 6.0551
H 1.5930 3.2941 5.5024
H -1.6107 3.8063 2.0300
H -0.9547 4.4661 -4.8650
H -4.7574 2.8119 -3.2538
H -0.2535 -5.0350 3.2962
H -3.6098 -1.5664 -2.3157
H 1.6200 1.1693 -3.5687
H -0.9323 0.3412 -1.1571
H -1.7281 2.4599 -0.1347
H 0.3442 -0.3501 0.9878
H -2.4710 -4.8925 -1.5528
H -4.1095 -1.5202 5.1326
H -2.3466 -6.3137 -1.2217
H 2.3912 -4.9021 4.2092
H -3.6125 1.5643 -4.5799
H 0.2949 0.2853 -3.0383
H -4.6373 -1.0544 2.2046
H 5.6378 1.5520 1.4466
H 4.5732 -3.9276 3.5294
H 0.2802 -3.6992 -4.6109
H -0.3130 -3.3749 0.1100
H 4.5268 2.5955 -0.9180
H -4.4181 -1.0142 0.6680
H -0.0775 -1.8247 -3.3837
H -4.2602 1.2029 -0.5634
H 2.2266 -5.2767 2.7876
H 0.5313 3.7453 -0.4224
H 0.8953 -2.5752 -0.5138
H -2.9190 4.3235 0.4374
H 4.2956 -4.2197 0.3324
H -2.3146 -1.6954 -4.9080
H -0.2181 -1.2120 3.9738
H 1.3355 -2.5688 3.1748
H 1.5390 -3.4109 -5.4610
H -3.1461 4.9548 -2.1113
H 1.9365 2.8673 -5.7544
H -1.9786 4.2753 -3.3480
H 0.5203 0.0116 3.2171
H -2.2068 3.5835 3.5116
H -0.0297 -2.3004 2.5017
H -3.5126 -0.8206 -4.7148
H 2.3957 1.5704 -1.5218
H -4.9533 -1.9759 -2.0847
H 3.5653 -0.3287 1.2359
H -2.8823 0.5656 3.9421
H -0.1995 -2.3769 -2.0640
H -1.0677 -1.4551 0.5757
H -3.1888 5.5818 -0.4924
H -2.5535 -1.0380 0.9906
H -4.2116 3.2127 -1.8923
H 3.8202 2.4135 0.3795
H 0.4048 -0.0473 -6.0658
H -5.6184 0.7047 -1.1963
H 2.5695 3.2831 -3.2660
H -1.5010 0.5741 -2.6664
H 3.1236 -0.6530 4.8560
H 3.8487 -2.7828 0.3411
H 2.4717 1.6719 -6.3007
H 5.5089 1.5306 2.9558
H -1.4508 0.5272 4.1494
H 0.4015 2.5370 0.4259
H 4.1763 -0.2603 2.4167
H -2.0646 1.4370 0.9708
H -4.1135 0.7724 -3.3906
H 3.2577 -0.3220 -2.2025
H -2.7364 -0.8691 5.6959
H 3.6780 -3.5203 2.3269
H 4.4007 -0.0344 5.1381
H 1.9759 0.8346 -0.3758
H 1.0807 3.4883 -3.2539
H 1.7756 0.3519 1.1131
H 1.2729 0.3260 -5.0082

=====

5.
41
Properties=species:S:1:pos:R:3 method="wB97M-V/def2-TZVPD" e_homo_ev="-10.88 / -10.88" total_energy_ha=-4269.92449 charge=+1 orbital_gap_ev="3.30 / 3.30"
Ir 0.9837 0.8687 -0.6557
S -0.0916 -1.4725 -3.2050
S -3.1614 2.8331 -2.7571
S -1.1434 2.2050 -4.8430
S -0.9194 -3.2925 -1.0246
S -1.4466 1.9344 -0.5469
S 0.9092 1.2953 -2.9635
P 2.5542 4.3743 -0.3149
F 3.8034 3.6000 0.2869
F 1.8251 2.5781 -0.4739
F 3.1236 5.8103 -0.1905
F 3.0914 4.0721 -1.7910
F 1.1367 4.7740 -0.9691
F 1.8401 4.3190 1.1092
O 1.0837 0.4245 1.3412
O -3.5768 3.1032 -5.3497
O -0.8689 -3.0588 2.6405
N -0.0046 -1.4306 0.6695
N 0.2005 -0.9467 -0.5758
C -0.4802 -3.1983 -3.6969
C -0.2126 -1.7905 -1.5167
C -0.4228 -2.4404 4.8552
C 0.2964 -0.9892 3.0401
C -1.4650 -3.7642 -2.7058
C -1.6300 2.1908 -2.2181
C -0.6829 1.9115 -3.1949
C 0.7948 -0.0906 3.9865
C 0.4692 -0.6371 1.6373
C -2.8092 2.7970 -4.5059
C -0.3435 -2.1798 3.4730
C 0.7018 -0.3664 5.3376
C 0.0983 -1.5530 5.7664
H -0.9002 -3.3561 5.1674
H -0.8899 -3.1629 -4.7054
H 1.2524 0.8207 3.6338
H -1.5109 -4.8515 -2.7589
H -0.7445 -2.7805 1.7101
H 0.4579 -3.7537 -3.7129
H 1.1035 0.3328 6.0525
H -2.4660 -3.3573 -2.8521
H 0.0442 -1.7720 6.8210

=====

6.
7
Properties=species:S:1:pos:R:3 method="wB97M-V/def2-TZVPD" e_homo_ev="-9.99 / -9.95" relative_energy_kcal_mol=196.21 total_energy_ha=-244.86646 charge=0 orbital_gap_ev="8.83 / 8.77"
O 1.0522 1.4691 -0.0120
O 1.8188 -1.2725 0.1050
N 0.7405 0.3500 -0.0428
C -0.6516 -0.0491 0.0295
H -0.8396 -0.8380 0.6929
H -0.9580 -0.4244 -1.0605
H -1.1623 0.7649 0.2879

=====

7.
31
Properties=species:S:1:pos:R:3 method="wB97M-V/def2-TZVPD" e_homo_ev="-1.70 / -4.78" s2=2.0171 multiplicity=3 total_energy_ha=-1862.42664 charge=-1 orbital_gap_ev="4.47 / 7.52"
V 0.6145 0.2703 -0.3434
F 0.4688 1.1691 -2.3413
O 2.6885 -0.3842 -0.6277
O 0.8906 -0.6005 1.7062
O -3.6034 0.2819 -0.2468
O 1.4638 2.2056 0.4736
O -0.8253 0.8005 0.1280
O -0.0680 -1.6154 3.2612
O -0.1241 -1.7009 -0.9967
O 2.0171 -1.2072 3.3791
N 0.9643 -1.1851 2.7868
C -1.2205 -1.8327 -1.8692
C 3.7982 -0.3336 0.2780
C 0.8250 3.4832 0.5062
C -4.6379 -0.6238 -0.5780
H -0.9830 -2.2830 -2.8330
H 1.6761 4.1588 0.4203
H -4.6340 -1.5142 0.0507
H 2.3223 2.3317 0.8842
H 2.9427 -1.0829 -1.2351
H -4.7305 -0.9829 -1.6029
H -5.6157 -0.1624 -0.4394
H -3.3676 0.1702 0.6771
H 4.2248 -1.2967 0.5582
H 3.5342 0.1436 1.2217
H -1.6204 -0.8417 -2.0842
H 0.1683 3.6522 -0.3472
H 0.1946 3.6506 1.3796
H 4.5949 0.2754 -0.1493
H 0.0574 -2.5875 -0.6762
H -2.0157 -2.3583 -1.3405

=====

8.
18
Properties=species:S:1:pos:R:3 method="wB97M-V/def2-TZVPD" smiles=CC(C)[C@@H](C)O e_homo_ev=-8.84 relative_energy_kcal_mol=57.60 total_energy_ha=-272.85686 charge=0 orbital_gap_ev=9.87
O -1.2613 0.9826 -0.2486
C 1.3528 0.8327 -0.8607
C -1.0499 -0.1545 0.5719
C 0.2075 -1.2962 -1.4890
C -0.8993 0.1957 2.0789
C 0.4646 -0.3845 -0.3074
H -0.5113 -0.8406 -2.1853
H 0.9886 1.3156 -1.7830
H 1.0654 -0.8145 0.4753
H 0.1569 0.2961 2.3349
H -1.3929 1.1593 2.2891
H 1.5604 1.6291 -0.1358
H -0.8512 1.7158 0.2004
H -1.3361 -0.5170 2.8000
H 1.1217 -1.5032 -2.0629
H 2.3523 0.4269 -1.1307
H -2.0762 -0.6500 0.5307
H -0.2133 -2.2247 -1.1097

=====

9.
17
Properties=species:S:1:pos:R:3 method="wB97M-V/def2-TZVPD" e_homo_ev="-5.43 / -5.43" relative_energy_kcal_mol=187.17 total_energy_ha=-997.54717 charge=0 orbital_gap_ev="3.94 / 3.87"
S -1.9789 0.5304 -0.5432
P 3.3323 0.8048 -0.3644
F 2.3631 -1.6241 -1.0340
C 2.2248 -0.6675 -0.1253
C -1.1122 -0.9904 -0.3577
C -0.7324 1.9092 -0.2786
C -1.8704 -2.2738 -0.1547
H -1.2535 2.6161 0.4172
H -2.2947 -2.4433 -1.1079
H -2.6235 -2.1801 0.6241
H 2.9703 1.4414 0.7913
H -0.1464 -0.8059 0.0239
H -1.1311 -2.9901 0.1086
H 2.7253 1.2851 -1.4659
H 2.1477 -1.1172 0.8549
H 0.1173 1.5552 0.1341
H -0.5835 2.5390 -1.2744

=====

10.
76
Properties=species:S:1:pos:R:3 method="wB97M-V/def2-TZVPD" e_homo_ev="-4.08 / -5.00" s2=9.1985 multiplicity=6 relative_energy_kcal_mol=31.43 total_energy_ha=-3330.74583 charge=0 orbital_gap_ev="4.23 / 4.81"
Mn -0.3178 -2.5536 -0.9758
P 0.2384 0.8511 1.9906
P 0.7356 1.8086 -1.3452
O 2.3637 2.1418 -1.4611
O 2.1961 4.1085 -0.3843
N -0.2352 2.2284 2.8058
N 0.1952 -0.4258 3.1029
N 1.1163 0.1741 -1.7347
N 0.2806 2.6329 -2.7674
C 2.3354 -0.4793 -1.5889
C 1.9484 1.0088 1.5916
C -3.1820 -2.4523 -1.4114
C -0.9075 1.5508 -0.5784
C -0.6694 -3.3068 0.8535
C 0.5549 2.8761 3.7705
C 0.5892 3.9916 -3.0319
C -1.1868 -4.1009 -1.8084
C -1.4766 2.8781 2.7446
C 2.3011 -1.7455 -2.1261
C -0.1923 3.9149 4.3073
C -0.9652 0.6558 0.6863
C 0.8647 -2.0969 4.4858
C -3.1256 -2.6679 0.1410
C -0.1911 2.0596 -3.9642
C -1.4677 3.9130 3.6567
C 1.2621 -1.2867 3.4326
C -1.7953 -2.4166 0.7486
C 2.8537 3.3789 -1.0960
C 0.1741 -0.8043 -2.2542
C -0.8017 -4.8172 0.6553
C 4.1893 3.6137 -1.6969
C -0.9047 -0.7881 3.8979
C -1.4584 -5.1306 -0.6850
C -0.0994 3.0021 -4.9663
C 0.9826 -1.9617 -2.6701
C 0.3759 4.2220 -4.3782
C -1.9034 -2.8597 -2.1242
C -0.5071 -1.7855 4.7669
H -4.1042 -2.9193 -1.8119
H -0.3496 2.8392 -6.0089
H -1.0925 -6.1135 -1.0206
H -1.7789 -2.4279 -3.1406
H 0.8691 4.6602 -2.2188
H -1.9742 0.7267 1.1381
H -0.6286 -0.4010 -2.8777
H -3.5303 -3.6692 0.3668
H 2.1986 -1.2185 2.9120
H 1.5641 2.5347 3.9396
H 0.7704 -2.4937 -3.6191
H -2.2983 4.5993 3.8410
H 4.5008 4.6175 -1.3794
H 2.1356 1.9436 1.0418
H 2.2308 0.1485 0.9676
H -1.8562 -0.2802 3.7813
H 0.1472 4.5923 5.0884
H 4.8985 2.8559 -1.3225
H 0.5395 5.1613 -4.8930
H -0.8569 -0.3929 0.3307
H -1.1143 -2.2446 5.5397
H -1.3794 2.5330 -0.3907
H -3.3568 -1.3797 -1.5961
H -3.8208 -1.9439 0.6107
H -1.3763 -5.3039 1.4678
H -2.5349 -5.2930 -0.5397
H 4.1273 3.5575 -2.7957
H 2.5473 0.9967 2.5115
H 3.1975 0.0552 -1.1952
H 0.2052 -5.2570 0.7365
H -2.2293 2.5465 2.0344
H -0.6463 -4.5734 -2.6455
H 0.0981 -3.0303 1.5966
H -0.5794 1.0451 -3.9861
H -1.5244 1.0394 -1.3446
H 1.4903 -2.8149 5.0066
H -1.7916 -1.6034 1.5155
H 3.1330 -2.4238 -2.2294

=====

11.
15
Properties=species:S:1:pos:R:3 method="wB97M-V/def2-TZVPD" smiles="CN[C@@H](O)/N=N/N" e_homo_ev=-9.31 relative_energy_kcal_mol=87.03 total_energy_ha=-375.16791 charge=0 orbital_gap_ev=10.46
O 0.1612 -1.9939 0.7235
N -2.9792 0.8910 -0.2838
N -1.9300 0.1171 -0.5612
N 1.2208 -0.1023 0.6059
N -1.1597 -0.0797 0.4015
C 2.2094 0.3818 -0.3533
C 0.0338 -0.8302 0.0191
H 2.5602 -0.4630 -0.9459
H -3.7252 0.8280 -0.9561
H 0.1200 -0.9556 -1.0704
H 0.9518 -1.4222 1.3588
H 1.7972 1.1296 -1.0387
H -3.2172 1.0415 0.6936
H 0.9041 0.6396 1.2267
H 3.0527 0.8183 0.1803

=====

12.
7
Properties=species:S:1:pos:R:3 method="wB97M-V/def2-TZVPD" e_homo_ev=-9.09 relative_energy_kcal_mol=113.10 total_energy_ha=-414.26570 charge=0 orbital_gap_ev=7.96
F -0.6286 0.3641 -1.4786
F 0.5066 2.2491 -0.1713
F -0.3749 -2.5101 0.5367
C 0.5116 1.0501 0.4678
C -0.8232 -1.8626 -0.4259
C -0.2093 -0.0358 -0.2924
H 1.0179 0.7452 1.3637